C34H55N3O21S | the ωB97M-V functional and the def2-TZVPD basis

Values from the calculation:
- energy relative to the best compared isomer or geometry (same formula, charge and spin) (kcal/mol) = 0.00
- electronic energy (eV) = -94451.1379
- orbital gap (eV) = 8.4833
- E_HOMO (Eh) = -0.3210

```
114
C34H55N3O21S (the ωB97M-V functional and the def2-TZVPD basis)
C 0.57729 6.09767 -2.39048
C 0.04718 5.09961 -2.75009
C -0.73331 3.98394 -3.23889
C 0.07613 3.01809 -4.08113
N 1.13376 3.47247 -4.68827
C 1.80913 2.56629 -5.46214
C 2.95220 2.98246 -6.16452
C 3.65809 2.12843 -6.96351
C 4.89247 2.55762 -7.69712
N 4.64926 3.64859 -8.65544
C 3.49030 3.39485 -9.53909
C 3.22285 0.79253 -7.08627
C 2.11536 0.36406 -6.41009
C 1.39246 1.24158 -5.58600
N 0.29176 0.78402 -4.91467
C -0.34245 1.66007 -4.19197
S -1.80127 1.14203 -3.32981
H 0.96870 6.96928 -1.93969
H -1.56353 4.34770 -3.84157
H -1.16220 3.49145 -2.37093
H 3.27953 4.00701 -6.06703
H 5.61187 2.92752 -6.96609
H 5.37756 1.70033 -8.16707
H 5.45520 3.64868 -9.26666
H 2.66566 4.04353 -9.26471
H 3.19663 2.34798 -9.58247
H 3.77169 3.67599 -10.55029
H 3.76800 0.10127 -7.70852
H 1.79377 -0.66116 -6.49297
H -2.28322 0.19383 -4.14170
C -5.35567 -3.93242 0.06712
O -4.33842 -3.10942 0.64663
C -4.19402 -1.92100 0.05987
O -4.82991 -1.51471 -0.87575
O -3.22516 -1.26243 0.69359
C -2.96370 0.04356 0.16873
H -5.37407 -4.86094 0.63087
H -6.32949 -3.45313 0.14643
H -5.12768 -4.15311 -0.97359
H -3.84358 0.67811 0.25815
H -2.64282 -0.01403 -0.86830
H -2.16051 0.47073 0.76232
C -0.75032 0.25780 3.42139
O 0.26768 1.07904 3.99201
C 0.39541 2.26257 3.39177
O -0.25573 2.64912 2.45695
O 1.36590 2.93818 4.00177
C 1.61382 4.23594 3.45350
H -0.76201 -0.67179 3.98269
H -1.72380 0.73809 3.50538
H -0.52519 0.04273 2.37857
H 0.73032 4.86554 3.53654
H 1.92539 4.16240 2.41358
H 2.42018 4.67207 4.03657
C -7.05377 -1.89827 3.08795
O -8.32655 -1.66686 3.69090
C -9.26636 -2.53381 3.31711
O -9.11739 -3.44520 2.54611
O -10.39793 -2.21661 3.94294
C -11.49982 -3.07119 3.63141
H -6.37935 -1.13511 3.46548
H -6.66908 -2.87878 3.36316
H -7.12015 -1.80840 2.00461
H -11.28474 -4.09711 3.92368
H -11.73314 -3.02530 2.56953
H -12.34579 -2.70218 4.20364
C -3.63527 -9.65894 4.14134
O -3.48999 -8.27083 4.45249
C -3.03548 -7.52700 3.44660
O -2.75443 -7.92118 2.34578
O -2.94783 -6.26583 3.87005
C -2.46709 -5.34962 2.88378
H -4.00639 -10.14063 5.04119
H -4.35157 -9.79871 3.33387
H -2.67521 -10.09479 3.87310
H -3.13495 -5.32200 2.02585
H -1.45985 -5.61612 2.56912
H -2.44724 -4.36819 3.34846
C 4.96758 4.08359 6.20825
O 5.98264 4.91412 6.77281
C 6.10903 6.09659 6.17326
O 5.45674 6.48712 5.24073
O 7.08023 6.77190 6.78457
C 7.32500 8.06993 6.23985
H 4.96217 3.15979 6.77874
H 3.99241 4.56006 6.29099
H 5.18981 3.85871 5.16669
H 6.43888 8.69572 6.32548
H 7.63330 7.99768 5.19876
H 8.13050 8.50197 6.82618
C -3.81507 -11.88178 10.02543
O -3.67241 -10.48719 10.29870
C -3.20475 -9.77411 9.27481
O -2.91087 -10.20388 8.19057
O -3.12039 -8.50202 9.65526
C -2.63193 -7.61966 8.64000
H -4.19971 -12.33512 10.93423
H -4.52115 -12.04403 9.21330
H -2.85249 -12.32559 9.77888
H -3.29299 -7.62243 7.77549
H -1.62424 -7.90072 8.34074
H -2.61487 -6.62675 9.07940
C 8.22914 6.55365 -8.35812
O 8.48484 7.29517 -9.55226
C 8.34751 6.58890 -10.67149
O 8.04074 5.42757 -10.74239
O 8.61139 7.38942 -11.70281
C 8.50237 6.75831 -12.97967
H 8.37871 7.23329 -7.52453
H 7.20370 6.18772 -8.34304
H 8.92601 5.72227 -8.26745
H 7.48867 6.39864 -13.14503
H 9.21005 5.93587 -13.06343
H 8.74130 7.51731 -13.71866
```